Computed, not measured: a structure of composition C30H60NO24S3, with wB97M-V/def2-TZVPD.

```
118
Properties=species:S:1:pos:R:3
S -3.40862 1.54893 2.41017
S -0.75679 1.86435 2.80695
S -3.29429 -0.34397 1.50298
O -1.12521 -2.91268 -7.55250
O 2.70140 -2.77424 -1.68156
O 5.07776 2.02562 1.90635
O -0.49767 2.81791 3.87691
O -3.76313 -3.02295 -0.58068
O -2.72976 -4.39318 -2.04741
O -9.86961 2.16867 5.30034
O -3.17226 -2.96311 -8.23327
O 1.06914 8.91924 1.40957
O 1.44477 -4.48649 -2.46138
O 0.53829 7.24020 2.65700
O -4.64966 -3.29376 -2.52987
O 10.35808 -1.32372 2.66445
O -8.97353 0.19761 4.63779
O 9.46249 -2.62369 4.28495
O -7.89322 2.17389 4.43224
O -4.51241 2.24187 1.80025
O 8.20102 -2.00612 2.64547
O -3.60896 1.41419 3.81163
O 3.58558 -4.75600 -2.31649
O 0.43803 9.31851 3.54554
O 5.61911 0.26746 0.77017
O -1.54250 -3.58270 -9.67361
O -0.91791 0.55419 3.39686
N -2.06910 2.35195 1.98395
C 2.85946 2.76141 1.06957
C 0.06995 6.66990 3.89555
C -3.62445 -3.63907 -1.75071
C 4.99751 0.71345 1.64514
C -4.12078 -3.13672 -9.28622
C 10.75302 -2.69380 4.88801
C 1.41756 3.08657 1.54827
C -7.04555 1.18036 2.36406
C 0.14945 -2.67125 -3.45209
C 8.56851 -2.11347 0.23486
C -5.14030 -5.33930 -3.76460
C 0.69596 1.75070 1.76026
C -4.67270 -3.90018 -3.82909
C 0.66048 8.56067 2.63596
C 4.16309 -0.22757 2.49105
C -6.75912 1.51902 3.80877
C 0.25986 -3.67884 -2.32865
C -8.90291 1.39294 4.77350
C 0.85623 -1.92652 -8.57397
C 0.28462 -3.07409 -7.76817
C 1.15441 10.32852 1.21440
C 9.42827 -1.91878 3.14587
C 2.58279 -3.89351 -2.10699
C 7.98318 -1.32905 1.39046
C -11.06125 1.46347 5.62953
C -1.42180 6.86077 4.05851
C 4.88127 -4.21205 -2.06105
C -2.77568 -3.38690 0.39165
C 3.82370 2.64801 2.23816
C -1.90607 -3.19576 -8.59314
H -1.67741 7.91787 4.14278
H -7.85472 0.44903 2.28815
H 0.43976 -1.90617 -9.58069
H 4.19487 0.00135 3.55573
H 0.23839 -3.19568 -1.35124
H -11.70986 2.15769 6.15943
H -6.17061 0.77019 1.87919
H -5.93660 2.22181 3.86298
H 2.80630 1.77055 0.59886
H -5.23585 -5.75548 -4.76806
H -0.79237 -2.12582 -3.38796
H 0.96414 3.68466 0.75888
H -0.58558 -4.35969 -2.37360
H -5.10989 -3.04863 -8.84440
H -5.37194 -3.31267 -4.42198
H 8.18102 -3.13431 0.23159
H 0.49618 1.27918 0.80043
H 1.77164 10.79588 1.97960
H 11.41983 -3.30099 4.27628
H 1.39016 1.12113 2.31092
H 0.49067 -4.03675 -8.23677
H 1.41408 3.68189 2.46062
H 0.61216 -0.97247 -8.10436
H 0.74180 -3.08937 -6.78038
H 4.93950 -3.78481 -1.06182
H 1.61421 10.49078 0.24251
H -11.56491 1.13240 4.72111
H 1.93975 -2.01706 -8.65282
H 0.15697 10.76739 1.21149
H -3.99642 -2.35457 -10.03424
H 5.59334 -5.03006 -2.13725
H 5.12538 -3.45915 -2.80981
H -1.77037 -3.25510 -0.00213
H -10.85094 0.61332 6.27636
H 11.17334 -1.70083 5.03562
H -1.77593 6.34877 4.95235
H 0.96538 -1.94866 -3.41766
H 6.90760 -1.24993 1.26642
H -2.92852 -4.41828 0.70873
H 0.28520 5.60279 3.85072
H -3.51657 -0.17814 0.17766
H -3.69400 -3.81547 -4.30306
H 9.65417 -2.18196 0.31108
H 4.06420 3.66069 2.56219
H 8.37985 -0.31526 1.43153
H 3.11593 -0.17632 2.18510
H -7.36372 2.07180 1.82112
H 0.62539 7.08304 4.73832
H -2.89802 -2.73332 1.24667
H 3.19839 3.44520 0.29478
H 4.48784 -1.23958 2.28995
H 0.20553 -3.17291 -4.42016
H 3.38400 2.16055 3.11303
H -6.47048 0.63949 4.38295
H -4.43958 -5.95640 -3.20310
H 8.32061 -1.63522 -0.71282
H -6.10516 -5.40446 -3.25913
H -1.95250 6.46797 3.19064
H -4.02457 -4.11900 -9.74457
H 10.62912 -3.17192 5.85646
```

Properties
- Total charge: -1
- Calculated total energy: -4234.2962 a.u.
- Gap between HOMO and LUMO: 7.971 eV

Atom charges from the Löwdin analysis, given in e for atoms 1 to 6: number 1, S, carries 0.203; number 2, S, carries 0.486; number 3, S, carries 0.598; number 4, O, carries 0.037; number 5, O, carries 0.124; number 6, O, carries 0.014


Computed, not measured: a structure of composition C30H61B3BrN3O5, with wB97M-V/def2-TZVPD.

```
103
Properties=species:S:1:pos:R:3
Br -7.47809 -1.07731 -7.47745
O -8.08517 -0.36963 -4.81644
O -2.67066 -3.22877 -4.62089
O -6.58082 -1.93651 -2.31423
O -4.39180 -3.08343 -1.94341
O -5.97996 -3.83692 -3.65090
N -0.46947 4.24495 0.83434
N 1.93963 -2.81439 1.24779
N 5.21253 1.91191 2.95807
C -2.36770 -4.53566 -4.10384
C -0.55160 -2.23279 1.28669
C 2.34530 -2.96958 2.63845
C -2.16418 -0.69469 -3.51855
C 4.19312 4.06514 3.89042
C -1.88530 0.31186 -2.51703
C 1.76291 5.33799 0.96249
C 4.99953 1.20174 5.40575
C 0.54907 -0.21723 -2.68846
C 1.38423 -3.69003 3.58568
C -7.29204 -0.90819 -5.50484
C -0.43778 3.74169 2.20056
C -0.50621 0.55092 -2.07721
C 0.29466 -1.24922 -3.70150
C 0.29332 5.45648 0.58034
C -3.69450 -5.11040 -3.46872
C 3.96677 1.32892 2.48943
C 5.79009 1.20904 4.09606
C 3.53320 1.84377 1.12430
C 0.89576 -1.82638 1.00183
C 1.69623 -3.89930 -0.96974
C -5.98497 -1.50736 -4.89724
C 5.25084 3.36537 3.03340
C -1.50276 -2.58332 -5.15666
C -0.89347 4.68094 3.31942
C 1.79637 -4.07429 0.53807
C -2.80027 5.28318 0.64396
C -1.23356 -4.54063 -3.00664
C -1.07382 -1.47763 -4.10821
C -1.77883 4.23767 0.19350
B -4.71955 -3.97680 -2.99293
B -5.50058 -2.33346 -1.48353
B -6.20484 -2.42839 -3.60173
H 0.25540 5.67681 -0.49113
H 0.52311 -3.07169 3.83736
H -1.97780 4.78527 3.34733
H 3.14613 1.48324 3.20595
H 3.95612 0.91558 5.25851
H 4.18691 5.13434 3.66131
H -1.01931 2.81634 2.25781
H -2.74659 0.87290 -2.09417
H -1.62372 4.36149 -0.88462
H 2.58035 -1.98470 3.05594
H 2.30560 6.22586 0.63069
H 4.40400 3.97084 4.95545
H 5.43989 0.47580 6.09439
H 3.18570 3.68895 3.70047
H 6.79238 1.60398 4.29091
H -0.25502 -4.77050 -3.51655
H -4.17328 -5.77421 -4.23646
H 0.76582 -3.40890 -1.26088
H 3.24352 2.89617 1.15798
H -5.48777 -1.98599 -0.34517
H 2.66703 1.27791 0.77251
H 5.95522 0.16774 3.79657
H 5.17253 3.76028 2.01520
H -2.38102 6.29099 0.66264
H 4.09750 0.24558 2.39893
H 1.12031 -0.91167 1.56021
H 1.89910 5.25744 2.04316
H -0.76867 -2.24543 2.35480
H 6.24300 3.68333 3.36776
H 2.53444 -3.31337 -1.35469
H 3.29842 -3.51085 2.64991
H 0.92749 -4.64895 0.89111
H -0.80128 -3.21029 0.86922
H -0.13914 6.32868 1.09148
H -0.58886 4.27124 4.28621
H -1.77352 -2.09461 -6.13328
H -0.64081 -3.27855 -5.31120
H -1.38536 -5.37307 -2.26528
H -2.05157 -5.17455 -4.98008
H 1.89736 -3.91678 4.52404
H 1.12477 -1.84595 -4.13344
H 0.95776 -1.51995 -0.04753
H 0.58765 3.42736 2.42286
H 1.60112 -0.01422 -2.37493
H -5.35612 -0.63048 -4.56348
H 2.67614 -4.69516 0.73548
H 2.22281 4.46801 0.48794
H 1.02933 -4.63715 3.17455
H -1.23037 -1.50515 0.83300
H -2.22388 3.24221 0.29716
H -0.35237 1.31800 -1.28923
H -0.45034 5.67510 3.23674
H -1.17080 -3.59640 -2.41514
H -3.20762 -0.89179 -3.83694
H 1.71834 -4.87546 -1.46028
H 5.03116 2.17015 5.90421
H -5.40209 -2.10607 -5.64457
H -3.20836 5.05407 1.62787
H -3.64193 5.29589 -0.05346
H 4.33090 1.72611 0.38728
H -3.47536 -5.74502 -2.56288
```

Properties
- Total charge: 0
- Calculated total energy: -4368.8981 a.u.
- Gap between HOMO and LUMO: 8.549 eV

Atom charges from the Löwdin analysis, given in e for atoms 1 to 6: number 1, Br, carries 0.648; number 2, O, carries 0.074; number 3, O, carries -0.162; number 4, O, carries 0.234; number 5, O, carries 0.219; number 6, O, carries 0.257


Which of these has the lowest calculated total energy? C30H61B3BrN3O5